(1)
Computed, not measured: one molecule with the formula C3H9N2P at a distorted geometry, with the ωB97M-V functional and the def2-TZVPD basis.

Last column: Mulliken charge in e.
Cartesian coordinates (Å):
1 P 0.0725 -1.5333 0.6953  -0.11
2 N 1.4563 -0.7898 0.1118  -0.34
3 N -1.1667 -0.5397 0.5466  -0.22
4 C -1.3925 0.4823 1.5017  -0.75
5 C 1.1189 -0.2344 -1.1863  -0.69
6 C 0.0070 0.7874 -1.2200  -0.61
7 H -0.8629 0.7079 -1.7813  0.37
8 H -1.5255 0.1524 2.5886  0.31
9 H -0.0902 -2.1180 -0.6239  0.07
10 H 1.9146 0.2539 -1.6646  0.44
11 H -0.5634 1.2207 1.5855  0.24
12 H 0.9824 -1.0994 -1.8739  0.33
13 H -2.1841 1.1935 1.2964  0.32
14 H 0.3322 1.7521 -0.7584  0.30
15 H 1.9014 -0.2357 0.7825  0.33

As for the net charge: 0. For the frontier orbital gap (alpha / beta), the calculation gives 7.791 / 8.528 eV. Its LUMO energy (alpha / beta) is -0.658 / 0.135 eV.

=====

(2)
Computed, not measured: C3H9N2PS as an isolated structure at a distorted geometry, with the ωB97M-V functional and the def2-TZVPD basis.

Last column: Mulliken charge in e.
Cartesian coordinates (Å):
1 S -0.1042 -2.6511 0.3392  -0.16
2 P 0.3118 -0.3718 1.8401  0.03
3 N 1.3145 -0.6327 -0.5051  -0.23
4 N 0.9601 -1.3158 0.5988  -0.08
5 C 0.2130 0.0740 -1.2848  -0.78
6 C -0.3063 1.1672 -0.4084  -0.37
7 C -0.9366 0.6698 0.8651  -0.93
8 H 1.1951 0.7021 1.6409  0.04
9 H 2.1162 -0.9988 -1.0579  0.22
10 H -1.0302 1.7324 -0.9054  0.42
11 H 0.6159 1.8670 -0.1604  0.26
12 H 0.6056 0.4968 -2.1462  0.48
13 H -1.0821 1.5940 1.5565  0.30
14 H -0.6312 -0.4377 -1.4709  0.34
15 H -1.3167 -2.1092 0.3559  0.10
16 H -1.9248 0.2139 0.7425  0.37

As for the net charge: 0. For the frontier orbital gap, the calculation gives 9.307 eV. Its LUMO energy is 0.769 eV.

=====

(3)
Computed, not measured: a 2-piece molecular cluster, C3H9N2S2 overall, with the ωB97M-V functional and the def2-TZVPD basis.

Last column: Mulliken charge in e.
Cartesian coordinates (Å):
1 S -2.1226 -1.5060 -0.0754  -0.18
2 S -3.2297 1.1376 0.2244  -0.06
3 N 0.9487 -1.0589 -0.9835  -0.30
4 N 1.1266 -0.6318 1.2529  -0.32
5 C -1.8651 0.1645 0.0416  0.02
6 C 1.4828 1.1893 -0.2990  -1.30
7 C 1.1502 -0.2221 0.0068  0.80
8 H 0.8830 1.5514 -1.1286  0.35
9 H 1.3232 1.8299 0.5627  0.39
10 H -2.5547 2.3025 0.2486  0.17
11 H 0.6690 -2.0146 -0.8175  0.27
12 H -3.4462 -1.6965 -0.0155  0.13
13 H 2.5317 1.2630 -0.5872  0.38
14 H 0.9014 -1.5892 1.4915  0.24
15 H 0.9323 -0.7311 -1.9364  0.21
16 H 1.2695 0.0120 2.0144  0.21

As for the net charge: +1. For the frontier orbital gap, the calculation gives 9.245 eV. Its LUMO energy is -3.369 eV.

=====

(4)
Computed, not measured: C3H9N2S2 as an isolated structure at a distorted geometry, with the ωB97M-V functional and the def2-TZVPD basis.

Last column: Mulliken charge in e.
Cartesian coordinates (Å):
1 S -0.7445 -1.3699 1.1130  -0.16
2 S 1.5556 0.7937 0.4131  0.10
3 N -1.0357 -0.3494 -1.8376  -0.25
4 N -1.1207 1.3605 1.4321  -0.49
5 C -0.9583 0.5405 -0.8755  -0.15
6 C -0.8090 0.3309 0.5538  0.30
7 C 2.3183 -0.7167 -0.2262  -0.78
8 H -0.7957 1.5744 -1.3606  0.28
9 H 1.6588 -1.5235 -0.1768  0.26
10 H -0.8517 1.2113 2.4016  0.24
11 H 2.6915 -0.6186 -1.1794  0.35
12 H -1.3199 -1.2317 -1.4656  0.20
13 H -1.0298 2.3297 1.2322  0.25
14 H 3.0347 -1.0718 0.4204  0.38
15 H -1.2449 -0.0857 -2.7957  0.28
16 H -1.3487 -1.1736 2.3513  0.20

As for the net charge: +1. Its expectation value of S² is 2.008. For the frontier orbital gap (alpha / beta), the calculation gives 8.338 / 6.563 eV. Its multiplicity is 3. Its LUMO energy (alpha / beta) is -3.049 / -6.375 eV.

=====

(5)
Computed, not measured: a 2-piece molecular cluster, C3H9N2S2 overall at a distorted geometry, with the ωB97M-V functional and the def2-TZVPD basis.

Last column: Mulliken charge in e.
Cartesian coordinates (Å):
1 S 2.0700 -1.3472 -0.1534  0.04
2 S 0.5108 1.1764 -0.0974  -0.18
3 N -0.6417 -1.2674 0.3342  -0.74
4 N -3.1093 -0.4853 -0.0531  -0.51
5 C 2.2921 1.2503 0.3826  -0.79
6 C 3.1327 0.0639 -0.1657  -0.40
7 C 0.4223 -0.5536 -0.0103  0.40
8 H 3.9078 -0.0655 0.5925  0.34
9 H -0.6490 -2.2230 0.2941  0.20
10 H 3.6024 0.2518 -1.1316  0.35
11 H -2.1173 -0.6028 0.4712  0.41
12 H 2.4848 1.3368 1.4038  0.42
13 H -3.4209 0.4299 -0.3270  0.32
14 H 2.8123 2.1604 0.1091  0.43
15 H -3.7338 -1.0064 0.4615  0.33
16 H -2.8323 -1.0548 -0.8587  0.38

As for the net charge: +1. Its expectation value of S² is 2.009. For the frontier orbital gap (alpha / beta), the calculation gives 6.144 / 5.249 eV. Its multiplicity is 3. Its LUMO energy (alpha / beta) is -3.123 / -6.990 eV.

=====

(6)
Computed, not measured: a 2-piece molecular cluster, C3H9N3 overall at a distorted geometry, with the ωB97M-V functional and the def2-TZVPD basis.

Last column: Mulliken charge in e.
Cartesian coordinates (Å):
1 N -0.2540 -2.6869 1.0146  -0.67
2 N 0.0769 -0.8325 2.2890  -0.78
3 N 0.7163 1.9482 -1.1917  -0.70
4 C -0.6708 -1.5339 1.3629  -0.26
5 C -0.5919 1.6285 -1.6757  -0.52
6 C 1.4688 0.9617 -0.8065  -0.67
7 H -0.0253 0.1610 2.3277  0.45
8 H -1.0931 0.8636 -1.0345  -0.04
9 H 1.2442 -0.0791 -1.0803  0.26
10 H 2.3828 1.1778 -0.2527  0.33
11 H -0.8775 -3.1190 0.3537  0.24
12 H -1.2400 2.5078 -1.7244  0.34
13 H -1.5800 -1.1026 0.9575  0.47
14 H 1.0550 -1.0421 2.1251  0.33
15 H -0.6113 1.1477 -2.6646  0.22

As for the net charge: -1. Its expectation value of S² is 0.753. For the frontier orbital gap (alpha / beta), the calculation gives 3.525 / 7.616 eV. Its multiplicity is 2. Its LUMO energy (alpha / beta) is 4.327 / 4.052 eV.

=====

(7)
Computed, not measured: a 2-piece molecular cluster, C3H9N3 overall at a distorted geometry, with the ωB97M-V functional and the def2-TZVPD basis.

Last column: Mulliken charge in e.
Cartesian coordinates (Å):
1 N 1.6717 0.5744 -0.5372  -0.45
2 N 2.6402 -1.7134 -0.4008  -0.65
3 N -1.2321 -0.7625 0.2919  -0.64
4 C -2.6729 1.1985 0.4703  -0.89
5 C -1.9982 0.1662 0.9939  0.04
6 C 2.6095 -0.4574 -0.8626  -0.49
7 H -2.7247 1.3662 -0.5955  0.34
8 H 3.2333 -0.0486 -1.7010  0.29
9 H -1.4226 -1.7354 0.4702  0.25
10 H 0.8992 0.3820 0.0993  0.12
11 H 3.3632 -1.8722 0.3173  0.04
12 H -1.1219 -0.4980 -0.6782  0.25
13 H -3.1212 1.8673 1.1901  0.24
14 H 1.7440 1.3712 -1.1310  0.25
15 H -1.8675 0.1616 2.0734  0.30

As for the net charge: -1. Its expectation value of S² is 0.754. For the frontier orbital gap (alpha / beta), the calculation gives 2.721 / 5.507 eV. Its multiplicity is 2. Its LUMO energy (alpha / beta) is 3.812 / 3.679 eV.

=====

(8)
Computed, not measured: an isolated ion of composition C3H9N3 and charge -1 at a distorted geometry, with the ωB97M-V functional and the def2-TZVPD basis.

Last column: Mulliken charge in e.
Cartesian coordinates (Å):
1 N -1.6748 0.8112 0.9019  -0.16
2 N -1.9495 -0.4927 -1.0655  -0.41
3 N -0.2116 -0.9165 0.3616  0.35
4 C 1.6045 0.3433 -0.7016  -2.31
5 C -1.3649 -0.2855 0.0626  -1.43
6 C 1.0005 -0.0989 0.6177  -2.19
7 H 0.5441 0.9179 1.1628  0.59
8 H -1.2658 0.6987 1.7900  0.47
9 H 1.8016 -0.5628 -1.2992  0.61
10 H 0.0556 -1.7001 -0.2482  0.46
11 H 1.0331 1.1006 -1.3807  0.00
12 H 1.6983 -0.6728 1.2721  1.15
13 H -1.3129 -1.0842 -1.6219  0.30
14 H -2.6067 1.1760 0.7910  0.42
15 H 2.6484 0.7659 -0.6428  1.15

As for the net charge: -1. Its expectation value of S² is 0.750. For the frontier orbital gap (alpha / beta), the calculation gives 3.010 / 9.549 eV. Its multiplicity is 2. Its LUMO energy (alpha / beta) is 4.345 / 4.444 eV.

=====

(9)
Computed, not measured: a 3-piece molecular cluster, C3H9N3 overall at a distorted geometry, with the ωB97M-V functional and the def2-TZVPD basis.

Last column: Mulliken charge in e.
Cartesian coordinates (Å):
1 N 1.1653 0.9831 0.1199  -0.37
2 N 0.7677 1.6880 1.3054  -0.49
3 N -2.2802 0.2117 -1.8380  -0.26
4 C -1.1516 0.2639 -1.4552  -0.17
5 C 0.5800 -1.1789 0.4769  -0.33
6 C -0.5783 -1.5230 -0.1796  -0.83
7 H 2.1680 0.8180 0.0521  0.24
8 H 1.5948 1.8594 1.8789  0.20
9 H -0.5277 -2.1920 -1.0273  0.34
10 H 0.3789 2.5858 1.0352  0.22
11 H 0.3800 0.9453 -0.5781  0.35
12 H -1.5078 -1.5355 0.3722  0.33
13 H 1.5307 -1.5520 0.1178  0.26
14 H -3.0703 -0.4157 -1.8156  0.30
15 H 0.5507 -0.9582 1.5352  0.22

As for the net charge: 0. For the frontier orbital gap, the calculation gives 7.864 eV. Its LUMO energy is 0.941 eV.

=====

(10)
Computed, not measured: one molecule with the formula C3H9N3 at a distorted geometry, with the ωB97M-V functional and the def2-TZVPD basis.

Last column: Mulliken charge in e.
Cartesian coordinates (Å):
1 N -0.7426 0.1696 -0.2877  0.41
2 N 0.1435 -0.1241 0.6069  -0.18
3 N 1.3029 -0.5139 0.2328  -0.60
4 C -1.9819 0.8392 0.1655  -0.95
5 C 2.1126 -0.8410 1.3330  -0.79
6 C -0.4122 0.1226 -1.7134  -0.94
7 H -2.6728 0.4936 -0.5596  0.32
8 H -2.1324 0.5774 1.1444  0.38
9 H -0.9067 0.8590 -2.1741  0.46
10 H -1.9266 1.8621 0.0828  0.34
11 H -0.5544 -0.9479 -2.1687  0.19
12 H 0.6253 0.2850 -1.6213  0.39
13 H 1.8024 -1.6583 1.9746  0.27
14 H 3.1156 -1.0524 1.0076  0.34
15 H 2.2273 -0.0710 1.9772  0.35

As for the net charge: 0. For the frontier orbital gap, the calculation gives 9.404 eV. Its LUMO energy is 1.047 eV.

=====

(11)
Computed, not measured: one molecule with the formula C3H9N3 at a distorted geometry, with the ωB97M-V functional and the def2-TZVPD basis.

Last column: Mulliken charge in e.
Cartesian coordinates (Å):
1 N -0.2397 0.3204 -0.2182  0.14
2 N -2.2160 -0.9112 -0.0014  -0.65
3 N 1.0654 0.3625 0.4429  -0.49
4 C 2.0079 -0.5217 -0.2318  -0.74
5 C -1.0067 1.5822 -0.0953  -0.86
6 C -0.9412 -0.8220 -0.0015  0.12
7 H -1.1772 1.8807 0.9957  0.26
8 H -0.2272 -1.6401 0.1006  0.21
9 H 1.7483 -1.6385 -0.3561  0.24
10 H -2.5276 -1.8866 0.2525  0.24
11 H 0.9098 -0.0489 1.3431  0.26
12 H 1.9754 -0.1410 -1.2734  0.29
13 H 2.9525 -0.3584 0.2724  0.33
14 H -0.3786 2.3516 -0.5598  0.30
15 H -1.9451 1.4711 -0.6696  0.35

As for the net charge: 0. For the frontier orbital gap, the calculation gives 9.985 eV. Its LUMO energy is 0.925 eV.

=====

(12)
Computed, not measured: one molecule with the formula C3H9N3 at a distorted geometry, with the ωB97M-V functional and the def2-TZVPD basis.

Last column: Mulliken charge in e.
Cartesian coordinates (Å):
1 N -1.4416 1.2267 1.3189  -0.76
2 N -0.1099 -0.4080 0.2700  -0.20
3 N 0.2471 1.8630 -0.1402  -0.45
4 C 0.3648 -0.9801 -0.9809  -0.31
5 C 1.2356 -2.2087 -0.6240  -1.16
6 C -0.5204 0.9081 0.4817  0.49
7 H -0.2748 2.7215 -0.2286  0.27
8 H -1.8434 0.3494 1.6254  0.19
9 H 1.0339 -0.4201 -1.6404  0.25
10 H 1.4018 -2.7131 -1.5832  0.35
11 H -0.5340 -1.0776 0.8917  0.21
12 H 0.6905 -2.8950 0.0228  0.33
13 H -0.4841 -1.2335 -1.6252  0.26
14 H 0.7792 1.5900 -0.9511  0.24
15 H 2.1892 -2.0049 -0.1468  0.30

As for the net charge: 0. For the frontier orbital gap, the calculation gives 9.508 eV. Its LUMO energy is 0.848 eV.

=====

ΔE to the lowest compared entry with this formula, charge and spin readings, ordered: 80.1 74.5 16.5 7.6 32.9 25.5 56.0 19.7 131.1 75.2 49.4 9.5 kcal/mol
E_tot readings, ordered: -570.420323 -968.663780 -1025.312272 -1025.227231 -1025.186981 -283.884932 -283.836333 -283.894233 -283.774185 -283.863214 -283.904369 -283.967989 a.u.